(1)
# C7H7ClINO2

C7H7ClINO2 as an isolated structure at a distorted geometry (wB97M-V/def2-TZVPD, the Open Molecules 2025 dataset).

The geometry in XYZ format:
```
19
Properties=species:S:1:pos:R:3
C -1.95228 1.40756 1.65552
C -2.06384 0.12327 1.96097
C -1.37723 1.96112 0.48226
C -0.18658 -1.00190 -1.05294
C -1.08048 -0.79257 1.31829
C -1.30266 -0.20207 -0.58568
C 0.61577 -3.19879 -1.25358
N -1.22815 1.15548 -0.48891
O 0.93616 -0.65447 -1.39858
O -0.47104 -2.34164 -1.10426
Cl 0.53666 -0.40642 1.58769
I -3.23576 -0.96194 -1.18314
H -2.66396 2.06837 2.03978
H -2.85914 -0.24713 2.66076
H -1.18059 3.04760 0.26662
H -1.10566 -1.83219 1.32528
H 0.82563 -3.33192 -2.29463
H 0.33924 -4.21352 -0.87058
H 1.40375 -2.91506 -0.51316
```

strongest force on any atom = 0.1081 Eh/bohr
lowest unoccupied orbital energy (alpha / beta) = 0.2 / -2.8 eV
charge = 0
<S²> = 2.02
DFT total energy = -33574.855 eV
spin multiplicity = 3

***

(2)
# C23H26N4O2S

C23H26N4O2S in the gas phase at a distorted geometry (wB97M-V/def2-TZVPD, the Open Molecules 2025 dataset).

The geometry in XYZ format:
```
56
Properties=species:S:1:pos:R:3
C 2.66055 0.55240 1.23527
C 2.61094 -0.53037 0.48557
C 1.36730 -1.12979 -0.11080
N 0.19494 -0.32520 0.07470
C -0.32731 0.65129 -0.73339
C 0.24938 1.05811 -2.03952
C 1.60688 1.68325 -1.83662
C 2.75233 1.13894 -2.40231
C 3.98879 1.70290 -2.17124
C 4.11130 2.83056 -1.35972
O 5.37631 3.30236 -1.18603
C 5.56507 4.44284 -0.38405
C 2.96684 3.38504 -0.79660
C 1.73216 2.81023 -1.03867
N -1.37387 1.17990 -0.17093
N -1.56917 0.57636 1.01654
C -0.63051 -0.32428 1.15942
S -0.39831 -1.39577 2.50315
C -1.75704 -0.85857 3.59467
C -3.08659 -1.45457 3.14089
O -3.52120 -2.48548 3.61338
N -3.70661 -0.71872 2.20640
C -4.86671 -1.20035 1.49391
C -4.59522 -1.26578 -0.01175
C -3.34183 -2.01220 -0.38982
C -2.87430 -3.10113 0.33566
C -1.71772 -3.75898 -0.04659
C -1.02233 -3.35524 -1.17257
C -1.48904 -2.28156 -1.91165
C -2.63228 -1.61133 -1.51692
H 3.59068 0.91736 1.63220
H 1.78317 1.12529 1.48469
H 3.50890 -1.08512 0.25390
H 1.51555 -1.28515 -1.18337
H 1.18167 -2.10653 0.35304
H 0.32784 0.19077 -2.69874
H -0.44072 1.77650 -2.48584
H 2.68028 0.26719 -3.03754
H 4.88222 1.28618 -2.60821
H 6.63726 4.63243 -0.38942
H 5.04253 5.31353 -0.79317
H 5.23404 4.27058 0.64526
H 3.02250 4.26070 -0.16954
H 0.84670 3.24361 -0.59628
H -1.76774 0.22944 3.59426
H -1.49633 -1.25064 4.57680
H -3.18675 0.04863 1.77676
H -5.11796 -2.18140 1.90355
H -5.71141 -0.52608 1.67523
H -5.45406 -1.73969 -0.49666
H -4.51727 -0.24673 -0.39892
H -3.40235 -3.44413 1.21125
H -1.36168 -4.59357 0.53919
H -0.12620 -3.87774 -1.47626
H -0.96305 -1.96664 -2.80248
H -2.98058 -0.76363 -2.09009
```

strongest force on any atom = 0.0226 Eh/bohr
energy relative to the best compared isomer or geometry (same formula, charge and spin) = 213.6 kJ/mol
lowest unoccupied orbital energy = 0.6 eV
charge = 0
SMILES = C=CCn1c(Cc2ccc(OC)cc2)nnc1SCC(=O)NCCc1ccccc1
DFT total energy = -45163.792 eV

***

(3)
# C54H56IN2PSc

C54H56IN2PSc as an isolated structure (wB97M-V/def2-TZVPD, the Open Molecules 2025 dataset).

The geometry in XYZ format:
```
115
Properties=species:S:1:pos:R:3
Sc 0.00377 -0.50162 -0.63509
C 2.37655 -1.92072 3.30500
C 0.85025 -1.95602 3.40944
C 0.40024 -2.94861 4.48061
C 0.30928 -0.54440 3.60552
C 0.35987 0.02180 4.82070
C 0.16379 1.41515 5.18456
C 0.51023 2.45534 4.42564
C 1.06243 2.40056 3.02436
C 1.23821 3.86299 2.50169
C 2.28524 4.63959 3.29743
C -0.06847 4.65161 2.44761
C -0.12560 0.16150 2.38607
N -0.80989 -0.43539 1.45845
C -1.58104 -1.56707 1.65017
C -2.11134 -2.10443 0.52164
N -1.80424 -1.66395 -0.72665
C -2.64251 -2.21121 -1.72835
C -4.04900 -2.20236 -1.57543
C -4.83782 -2.87673 -2.50196
C -4.28662 -3.49547 -3.60958
C -2.92321 -3.38964 -3.82005
C -2.09530 -2.74282 -2.91270
C -0.62496 -2.58185 -3.24630
C -0.45163 -1.74156 -4.50899
C 0.10831 -3.91691 -3.35764
C -4.76278 -1.36813 -0.51893
C -5.61371 -2.21761 0.42671
C -5.62674 -0.29121 -1.18466
H 2.75323 -2.91777 3.06407
H 2.82475 -1.58642 4.24506
H 2.69616 -1.23534 2.51849
H 0.49069 -2.33084 2.45616
H 0.82139 -2.71779 5.46187
H 0.73828 -3.95270 4.21401
H -0.68737 -2.96736 4.57647
H 0.63894 -0.62397 5.64954
H -0.18685 1.60822 6.19400
H 0.38024 3.43987 4.86252
H 1.61720 3.77111 1.48302
H 1.97205 4.81925 4.33024
H 2.45282 5.61479 2.83360
H 3.23389 4.10294 3.31866
H -0.49333 4.80449 3.44391
H -0.82262 4.16080 1.83024
H 0.11515 5.63899 2.01806
H -1.76908 -1.96439 2.63827
H -2.73563 -2.98988 0.63120
H -5.91419 -2.88490 -2.36897
H -4.91563 -4.01561 -4.32153
H -2.48338 -3.81683 -4.71451
H -0.18999 -2.07138 -2.38330
H -0.89314 -2.24985 -5.37014
H 0.60627 -1.58414 -4.72209
H -0.93273 -0.76844 -4.40001
H -0.28655 -4.51366 -4.18447
H 0.01113 -4.48999 -2.43455
H 1.17270 -3.74598 -3.53672
H -4.01728 -0.84560 0.07625
H -6.40305 -2.74268 -0.11659
H -6.09178 -1.58751 1.18029
H -5.01244 -2.96741 0.94339
H -6.43542 -0.73523 -1.77014
H -5.02753 0.33121 -1.85079
H -6.07419 0.35653 -0.42704
I 2.52068 -0.42346 -2.59376
C 3.41360 -2.14223 -1.83676
C 4.66955 -2.46827 -2.26588
C 5.30469 -3.61980 -1.76736
C 4.64100 -4.42142 -0.88643
C 3.32900 -4.10533 -0.45592
C 2.63078 -5.00348 0.38184
C 1.34209 -4.72583 0.71639
C 0.73800 -3.52077 0.29360
C 1.35608 -2.53756 -0.46191
C 2.68256 -2.90972 -0.89249
H 5.17685 -1.84414 -2.99085
H 6.30461 -3.86820 -2.10072
H 5.10096 -5.32906 -0.51119
H 3.12663 -5.90853 0.71518
H 0.76973 -5.41950 1.32395
H -0.28046 -3.38452 0.62074
C 1.97577 7.06688 -0.97157
C 0.86553 6.41472 -0.44386
C 0.68048 5.06161 -0.67198
C 1.59928 4.33401 -1.43109
C 2.70339 4.99743 -1.95269
C 2.89448 6.35654 -1.72565
P 1.44306 2.52851 -1.75961
C 1.34376 1.88165 -0.03631
C 0.14333 1.93757 0.64790
C 0.01955 1.65609 2.11808
C 2.37903 1.67239 2.96891
C 3.00153 1.33122 1.82042
C 2.59856 1.49139 0.45512
C -0.26656 2.32744 -2.35234
C -0.90160 3.34054 -3.06686
C -2.17336 3.13974 -3.58661
C -2.79412 1.92055 -3.37899
C -2.14095 0.91472 -2.67167
C -0.85198 1.05312 -2.13576
H 2.12067 8.12551 -0.79304
H 0.14248 6.96368 0.14798
H -0.18189 4.55336 -0.25848
H 3.42626 4.44152 -2.53849
H 3.76331 6.85442 -2.13892
H -0.72200 2.36483 0.15951
H -0.97350 2.02225 2.41830
H 2.85672 1.42505 3.91091
H 3.98454 0.87763 1.93997
H 3.38638 1.35001 -0.27665
H -0.41081 4.29569 -3.21715
H -2.66964 3.92963 -4.13898
H -3.79163 1.74506 -3.76955
H -2.68239 -0.01635 -2.54692
```

strongest force on any atom = 0.0135 Eh/bohr
lowest unoccupied orbital energy = 2.3 eV
charge = -1
DFT total energy = -97978.250 eV

***

(4)
# C32H38BF6N2S5Y

C32H38BF6N2S5Y as an isolated structure at a distorted geometry (wB97M-V/def2-TZVPD, the Open Molecules 2025 dataset).

The geometry in XYZ format:
```
85
Properties=species:S:1:pos:R:3
Y 0.01317 -0.44550 -0.28548
C 0.23745 4.22395 4.18224
C -1.20862 4.15153 3.69596
S -1.43110 3.07543 2.24917
C -2.46798 1.72783 2.87930
C -1.78340 0.71435 3.79532
S -0.45426 -0.25496 3.01959
C 0.99305 0.24460 3.99385
C 1.51141 1.67257 3.81529
S 0.81246 2.77423 5.09284
H 0.34271 5.04784 4.88924
H 0.92055 4.41844 3.35433
H -1.53579 5.14468 3.38281
H -1.86975 3.81606 4.49727
H -2.85295 1.24658 1.98113
H -3.31613 2.17547 3.39782
H -2.51418 -0.00946 4.16080
H -1.34857 1.22658 4.64966
H 1.75235 -0.46968 3.68803
H 0.75885 0.04256 5.03937
H 1.25485 2.06181 2.83506
H 2.59233 1.68743 3.92746
S 1.10676 -2.50092 -1.99160
C -0.38108 -2.78381 -2.71986
N -1.01148 -3.93146 -2.62628
C -2.37485 -4.08759 -3.13051
C -2.52467 -3.38616 -4.43333
N -2.14010 -1.98260 -4.26101
C -2.80958 -0.97683 -5.10140
C -4.28496 -1.24776 -5.24145
C -4.85363 -1.52650 -6.47685
C -6.22220 -1.75987 -6.58607
C -7.02475 -1.72220 -5.45379
C -6.45852 -1.44351 -4.21241
C -5.09658 -1.20330 -4.10836
C -1.05441 -1.65986 -3.54372
S -0.38537 -0.15013 -3.53246
C -0.52114 -5.08686 -1.85379
C -0.12985 -6.21295 -2.78492
C 0.91644 -6.03297 -3.69084
C 1.27061 -7.05175 -4.56254
C 0.58452 -8.26318 -4.53821
C -0.45380 -8.45016 -3.63726
C -0.81068 -7.42477 -2.76512
H -3.06810 -3.68296 -2.38940
H -2.56826 -5.15038 -3.25978
H -3.56022 -3.43152 -4.74350
H -1.91221 -3.85988 -5.20703
H -2.31642 -0.91955 -6.07581
H -2.65475 -0.01913 -4.61771
H -4.22430 -1.56073 -7.36200
H -6.65806 -1.97441 -7.55595
H -8.09155 -1.90252 -5.53716
H -7.08317 -1.40694 -3.32506
H -4.64993 -0.98104 -3.13918
H -1.33133 -5.39578 -1.19238
H 0.30997 -4.75831 -1.24256
H 1.46002 -5.09195 -3.70135
H 2.08809 -6.90471 -5.25963
H 0.86359 -9.06016 -5.21927
H -0.99000 -9.39247 -3.61196
H -1.62308 -7.57236 -2.05909
F -2.79813 -1.30574 -0.93245
C -1.95037 -1.55674 0.18662
F -1.56336 -2.91533 -0.01025
H -2.61962 -1.59201 1.04088
C -1.14667 1.54313 -0.88772
C -0.37412 2.66132 -1.51329
C -0.59694 3.12383 -2.81902
C 0.16888 4.14557 -3.37382
C 1.18331 4.74926 -2.64094
C 1.41873 4.31347 -1.34333
C 0.65746 3.28778 -0.79525
H -2.01284 1.26016 -1.49228
H -1.54143 1.90491 0.07387
H -1.39593 2.67962 -3.40236
H -0.03603 4.47757 -4.38798
H 1.77528 5.54959 -3.07095
H 2.20566 4.77483 -0.75401
H 0.85823 2.95720 0.22241
F 0.97049 -2.17618 1.22140
B 2.34508 -1.72539 1.22981
F 2.15835 -0.29919 0.84979
F 2.89671 -1.80940 2.48371
F 3.06886 -2.35175 0.23775
```

strongest force on any atom = 0.0297 Eh/bohr
energy relative to the best compared isomer or geometry (same formula, charge and spin) = 126.3 kJ/mol
lowest unoccupied orbital energy = -1.1 eV
charge = 0
DFT total energy = -108989.349 eV

***

Question: Which of these has the highest strongest force on any atom?
Answer: C7H7ClINO2

***

Question: Among the records above, which one has the highest DFT total energy?
Answer: C7H7ClINO2